Entry 1:
{"formula": "C3H15NO3S", "method": "ωB97M-V/def2-TZVPD", "lumo_energy_ha": 0.013, "charge": 0, "de_lowest_kj_mol": 109.4, "homo_lumo_gap_ev": 9.37, "energy_ev": -21821.028, "smiles": "C[C@H](N)CS.O.O.O", "species": ["C", "C", "N", "C", "S", "H", "H", "H", "H", "H", "H", "H", "H", "H", "O", "H", "H", "O", "H", "H", "O", "H", "H"], "positions_angstrom": [[-1.43, 1.35, -1.61], [-1.25, 1.36, -0.08], [0.09, 0.82, 0.18], [-2.33, 0.45, 0.52], [-2.01, -1.30, 0.24], [-1.56, 2.29, -2.08], [-0.67, 0.70, -2.05], [-2.37, 0.79, -1.88], [-1.30, 2.35, 0.46], [0.80, 1.55, 0.00], [0.40, -0.01, -0.30], [-3.43, 0.72, 0.12], [-2.59, 0.78, 1.57], [-1.07, -1.48, 1.19], [1.47, -2.18, -0.99], [1.92, -1.35, -0.92], [1.94, -2.97, -1.24], [0.07, 1.66, 3.29], [-0.46, 0.93, 3.68], [0.21, 1.12, 2.47], [5.70, -0.48, -1.63], [5.23, -0.55, -2.47], [6.47, -1.05, -1.76]]}

***

Entry 2:
{"formula": "C3H15NO3S2", "method": "ωB97M-V/def2-TZVPD", "lumo_energy_ha": 0.012, "charge": 0, "de_lowest_kj_mol": 0.0, "homo_lumo_gap_ev": 8.99, "energy_ev": -32657.697, "smiles": "NCCCSS.O.O.O", "species": ["N", "C", "C", "C", "S", "S", "H", "H", "H", "H", "H", "H", "H", "H", "H", "O", "H", "H", "O", "H", "H", "O", "H", "H"], "positions_angstrom": [[0.02, -1.95, -2.05], [0.67, -0.92, -1.20], [-0.19, -0.51, -0.01], [-0.42, 0.98, 0.08], [1.03, 2.00, 0.55], [2.54, 0.80, 1.06], [0.64, -2.20, -2.81], [-0.21, -2.79, -1.52], [0.89, -0.06, -1.84], [1.65, -1.26, -0.88], [0.25, -0.86, 0.92], [-1.16, -1.02, -0.07], [-1.20, 1.22, 0.80], [-0.80, 1.38, -0.86], [2.30, 0.39, 2.34], [1.50, -1.39, 3.53], [1.24, -1.40, 4.46], [1.76, -2.27, 3.33], [-4.06, -0.21, -0.81], [-4.95, -0.59, -0.96], [-3.53, -0.48, -1.58], [-2.58, -0.95, -3.01], [-2.36, -0.26, -3.63], [-1.72, -1.32, -2.71]]}

***

Entry 3:
{"formula": "C3H15NO4", "method": "ωB97M-V/def2-TZVPD", "lumo_energy_ha": 0.011, "charge": 0, "de_lowest_kj_mol": 154.2, "homo_lumo_gap_ev": 9.87, "energy_ev": -13033.439, "smiles": "C[C@H](N)CO.O.O.O", "species": ["C", "C", "N", "C", "O", "H", "H", "H", "H", "H", "H", "H", "H", "H", "O", "H", "H", "O", "H", "H", "O", "H", "H"], "positions_angstrom": [[-1.30, -3.28, -1.55], [-1.50, -2.05, -0.60], [-0.31, -1.17, -0.57], [-1.81, -2.62, 0.77], [-1.99, -1.57, 1.74], [-1.10, -2.97, -2.57], [-0.38, -3.78, -1.21], [-2.18, -3.93, -1.48], [-2.24, -1.38, -1.05], [0.18, -1.24, -1.46], [0.42, -1.43, 0.09], [-2.67, -3.29, 0.64], [-0.92, -3.00, 1.25], [-2.43, -0.80, 1.42], [4.07, 2.82, -0.35], [3.67, 3.65, -0.60], [3.41, 2.14, -0.25], [-1.84, 5.35, 3.15], [-2.37, 5.89, 2.54], [-1.50, 4.64, 2.60], [3.62, 0.86, -2.53], [4.04, 1.62, -2.05], [3.20, 0.29, -1.87]]}

***

Entry 4:
{"formula": "C3H16N2O3", "method": "ωB97M-V/def2-TZVPD", "lumo_energy_ha": -0.183, "charge": 0, "de_lowest_kj_mol": 831.9, "homo_lumo_gap_ev": 3.35, "energy_ev": -12485.105, "species": ["N", "C", "C", "C", "N", "H", "H", "H", "H", "H", "H", "H", "H", "H", "H", "H", "H", "O", "H", "H", "O", "H", "H", "O"], "positions_angstrom": [[1.33, 0.99, -0.56], [1.69, -0.37, -0.43], [2.93, -0.63, 0.47], [0.45, -1.19, -0.06], [-0.07, -0.80, 1.20], [0.94, 3.42, -1.74], [2.10, 1.58, -0.22], [1.88, -0.69, -1.49], [2.71, -0.64, 1.53], [3.37, -1.56, 0.10], [3.57, 0.22, 0.27], [0.47, -2.27, -0.22], [-0.38, -1.01, -0.78], [-0.14, 0.22, 1.30], [-0.93, -1.31, 1.38], [0.26, 3.17, -1.60], [-3.47, -1.17, -0.59], [-2.91, -1.41, 0.15], [-0.71, 1.11, -1.07], [-1.84, 0.24, -0.78], [-1.60, 0.94, -1.40], [-3.71, 0.99, 1.56], [-3.03, -0.33, 1.21], [-2.91, 0.51, 1.78]]}

***

Entry 5:
{"formula": "C3H16N2O3", "method": "ωB97M-V/def2-TZVPD", "lumo_energy_ha": [-0.118, -0.282], "charge": 1, "de_lowest_kj_mol": 170.7, "spin_multiplicity": 2, "homo_lumo_gap_ev": [10.33, 5.80], "energy_ev": -12482.991, "species": ["N", "C", "C", "N", "C", "H", "H", "H", "H", "H", "H", "H", "H", "H", "H", "H", "H", "O", "H", "H", "O", "H", "H", "O"], "positions_angstrom": [[-2.46, 0.09, 1.80], [-1.65, 0.13, 0.57], [-0.36, -0.49, 0.99], [0.47, -0.91, -0.05], [-0.10, -1.43, -1.25], [-2.93, -0.83, 2.02], [-3.07, 0.83, 1.76], [-2.17, -0.42, -0.29], [-1.44, 1.18, 0.27], [0.21, 0.48, 1.29], [-0.39, -1.05, 1.97], [1.22, -1.49, 0.41], [-1.26, -1.39, -1.23], [0.20, -0.65, -1.97], [0.14, -2.44, -1.53], [5.05, 1.63, -1.08], [5.37, 0.31, -1.96], [5.23, 0.68, -1.10], [-5.97, 2.85, -0.73], [-4.55, 3.15, -1.07], [-5.05, 2.67, -0.53], [3.94, -1.55, 0.59], [4.92, -0.41, 0.21], [4.66, -0.94, 0.92]]}

***

Entry 6:
{"formula": "C3H16N2O4", "method": "ωB97M-V/def2-TZVPD", "lumo_energy_ha": 0.020, "charge": 0, "de_lowest_kj_mol": 0.0, "homo_lumo_gap_ev": 10.20, "energy_ev": -14540.648, "smiles": "[H]/N=C/NCC.O.O.O.O", "species": ["H", "N", "C", "N", "C", "C", "H", "H", "H", "H", "H", "H", "H", "O", "H", "H", "O", "H", "H", "O", "H", "H", "O", "H", "H"], "positions_angstrom": [[2.28, 1.90, 2.12], [1.51, 1.67, 1.50], [1.85, 1.44, 0.29], [0.96, 0.98, -0.63], [1.27, 0.85, -2.04], [1.53, -0.64, -2.39], [2.80, 1.60, -0.22], [0.12, 0.58, -0.27], [2.08, 1.54, -2.25], [0.47, 1.10, -2.74], [0.65, -1.20, -2.09], [2.35, -0.98, -1.75], [1.89, -0.71, -3.41], [-1.79, -2.70, -0.64], [-2.24, -2.54, 0.19], [-0.93, -2.30, -0.58], [-1.34, -2.10, 1.99], [-1.09, -1.15, 1.92], [-0.65, -2.75, 1.91], [-3.39, 1.48, 0.59], [-3.84, 0.79, 1.08], [-2.49, 1.20, 0.76], [-0.89, 0.57, 1.96], [0.04, 0.92, 1.83], [-1.16, 0.45, 2.87]]}

***

Entry 7:
{"formula": "C3H16NO3S", "method": "ωB97M-V/def2-TZVPD", "lumo_energy_ha": -0.355, "charge": 1, "de_lowest_kj_mol": 758.4, "homo_lumo_gap_ev": 4.64, "energy_ev": -21825.221, "species": ["C", "C", "C", "S", "N", "H", "H", "H", "H", "H", "H", "H", "H", "H", "H", "H", "H", "O", "H", "H", "O", "H", "H", "O"], "positions_angstrom": [[-2.99, -0.96, -2.14], [-1.60, -0.54, -1.52], [-1.47, -1.41, -0.28], [0.24, -1.20, 0.37], [-1.35, 0.88, -1.30], [-3.11, -0.74, -3.17], [-3.07, -2.06, -2.05], [-3.83, -0.57, -1.61], [-0.91, -0.93, -2.28], [-1.45, -2.44, -0.50], [-2.17, -1.21, 0.51], [5.70, -2.48, -0.81], [6.04, -3.04, -0.32], [-1.64, 1.40, -2.07], [-0.43, 1.07, -0.95], [1.61, 2.38, 2.00], [2.96, 3.11, 1.97], [2.54, 2.29, 1.89], [2.37, 1.56, -0.39], [1.37, 0.44, -0.97], [1.51, 1.45, -0.75], [-0.15, -0.05, 3.22], [0.85, 0.08, 2.01], [0.68, 0.52, 2.88]]}

***

Entry 8:
{"formula": "C3H16NO3S", "method": "ωB97M-V/def2-TZVPD", "lumo_energy_ha": -0.341, "charge": 1, "de_lowest_kj_mol": 604.6, "homo_lumo_gap_ev": 5.04, "energy_ev": -21826.815, "species": ["C", "C", "C", "S", "N", "H", "H", "H", "H", "H", "H", "H", "H", "H", "H", "H", "H", "O", "H", "H", "O", "H", "H", "O"], "positions_angstrom": [[3.60, 0.45, 0.21], [2.21, -0.16, 0.30], [1.38, 0.08, -0.98], [0.00, -0.99, -1.11], [1.47, 0.34, 1.37], [4.10, 0.45, 1.18], [4.18, -0.08, -0.55], [3.57, 1.48, -0.18], [2.31, -1.26, 0.33], [1.99, -0.21, -1.86], [1.00, 1.10, -1.13], [-4.00, -2.78, -0.14], [-3.65, -2.24, 0.24], [1.91, 0.30, 2.29], [0.46, 0.18, 1.39], [-3.11, 0.84, -0.23], [-3.54, 1.61, 1.00], [-3.04, 0.83, 0.74], [-1.97, -0.47, 1.69], [-0.91, -1.07, 0.80], [-1.14, -0.98, 1.73], [-2.62, 1.41, -2.84], [-1.69, 0.32, -2.17], [-2.50, 0.83, -2.08]]}